w.
Computed, not measured: a single C4H9NO3 molecule, with ωB97M-V with the def2-TZVPD basis set.

- multiplicity = 1
- lowest unoccupied orbital energy (eV) = 0.36
- structure (SMILES) = C[C@@H](O)[C@H](N)C(=O)O

Geometry (Å):
C 1.872 -0.188 -0.340
C 0.484 -0.523 0.197
O 0.170 -0.477 1.523
C -0.540 0.442 -0.410
N -0.215 1.739 -0.030
C -1.859 -0.046 -0.004
O -2.769 0.498 0.563
O -2.017 -1.359 -0.434
H 2.099 0.899 0.041
H 2.609 -0.963 -0.059
H 2.014 -0.223 -1.357
H 0.260 -1.534 -0.074
H 0.630 -1.278 2.135
H -0.540 0.246 -1.488
H -0.110 1.981 1.006
H -0.879 2.369 -0.240
H -1.210 -1.583 -1.028

x.
Computed, not measured: a single C4H9NO3 molecule, with ωB97M-V with the def2-TZVPD basis set.

- multiplicity = 1
- lowest unoccupied orbital energy (eV) = -2.88

Geometry (Å):
C -2.130 -0.422 0.374
O -3.132 0.465 -0.102
C -0.729 0.145 0.037
C 0.339 -0.895 -0.018
C 1.644 0.009 -0.405
O 2.140 -0.385 -1.467
O 2.554 -0.008 0.668
N -0.252 1.175 0.836
H -2.316 -1.379 -0.106
H -2.233 -0.490 1.450
H -2.928 0.654 -1.025
H -0.765 0.437 -1.040
H 0.611 -1.180 0.988
H 0.121 -1.767 -0.617
H 1.093 1.045 -0.458
H 2.178 0.647 1.275
H -0.930 1.934 0.859

y.
Computed, not measured: a molecular structure, C4H9NO3, with ωB97M-V with the def2-TZVPD basis set.

- multiplicity = 1
- lowest unoccupied orbital energy (eV) = 0.93

Geometry (Å):
C 0.340 1.619 -1.273
C -0.826 -0.602 -0.200
C -0.850 -1.263 -1.351
O -0.361 1.159 -0.116
H -1.620 -0.583 0.532
H 1.338 1.175 -1.340
H 0.414 2.706 -1.225
H -0.238 1.329 -2.151
H -0.021 -1.261 -2.045
H -1.747 -1.806 -1.618
N 0.659 -1.574 1.806
C 0.519 1.009 1.247
O 0.627 -0.658 0.717
O -0.080 1.168 2.272
H 0.472 -2.472 1.364
H -0.139 -1.331 2.397
H 1.513 1.384 0.986

Which is the most stable structure? w is the most stable.

w.
Computed, not measured: a molecular structure, C4H9NO3, with ωB97M-V with the def2-TZVPD basis set.

- multiplicity = 1
- lowest unoccupied orbital energy (eV) = -3.86

Geometry (Å):
C 0.205 -1.469 -0.987
C 0.194 -0.345 -0.043
N -0.106 0.862 -0.513
C -1.204 1.378 0.026
C -0.904 2.305 1.534
O -1.960 2.807 1.944
O 0.754 -0.584 1.130
H 1.066 -2.135 -0.661
H 0.265 -1.122 -2.000
H -0.420 1.512 2.136
H -0.704 -2.052 -0.822
H -1.659 2.120 -0.622
H -1.970 0.656 0.291
H -0.108 3.000 1.221
H 1.520 -0.341 0.375
H 2.914 -3.443 -1.729
O 2.116 -3.149 -1.280

x.
Computed, not measured: a single C4H9NO3 molecule, with ωB97M-V with the def2-TZVPD basis set.

- multiplicity = 1
- lowest unoccupied orbital energy (eV) = 0.59
- structure (SMILES) = N[C@H](CCO)C(=O)O

Geometry (Å):
N 1.448 0.065 -0.797
C 0.278 -0.562 -0.225
C -0.591 0.476 0.479
C -1.251 1.462 -0.483
O -0.294 2.326 -1.120
C 0.594 -1.694 0.757
O 1.711 -1.969 1.103
O -0.514 -2.245 1.269
H 1.839 0.785 -0.199
H 2.203 -0.589 -0.984
H -0.279 -0.943 -1.078
H -1.346 0.016 1.112
H -0.024 1.082 1.196
H -1.869 2.154 0.086
H -1.848 0.941 -1.236
H 0.263 1.738 -1.659
H -0.321 -3.045 1.778

Which is the most stable structure? x is the most stable.

w.
Computed, not measured: a single C22H32N2O4 molecule, with ωB97M-V with the def2-TZVPD basis set.

- multiplicity = 1
- lowest unoccupied orbital energy (eV) = 0.62
- structure (SMILES) = CCOc1cc(CN2CCN(Cc3ccc(C)o3)[C@@H](CCO)C2)ccc1OC

Geometry (Å):
C 1.873 1.072 4.170
C 0.634 1.820 4.652
O -0.535 1.430 3.956
C -0.706 1.686 2.626
C -1.592 0.821 1.995
C -1.957 0.956 0.665
C -2.832 -0.081 0.005
N -2.085 -1.164 -0.628
C -1.231 -1.877 0.305
C -0.628 -3.096 -0.396
N 0.091 -2.785 -1.619
C 1.497 -2.430 -1.476
C 1.819 -1.051 -0.985
C 2.059 -0.547 0.259
C 2.303 0.839 0.087
C 2.198 1.087 -1.247
C 2.327 2.339 -2.039
O 1.910 -0.059 -1.904
C -0.683 -1.918 -2.505
C -1.768 -2.725 -3.233
C -1.184 -3.881 -4.050
O -0.662 -4.914 -3.257
C -1.306 -0.721 -1.768
C -1.408 2.006 -0.054
C -0.515 2.876 0.547
C -0.146 2.739 1.878
O 0.736 3.592 2.501
C 1.333 4.615 1.747
H 2.725 1.334 4.790
H 2.094 1.336 3.139
H 1.708 -0.001 4.227
H 0.791 2.899 4.589
H 0.416 1.553 5.690
H -2.008 0.027 2.598
H -3.491 -0.539 0.748
H -3.450 0.380 -0.770
H -0.426 -1.233 0.696
H -1.842 -2.215 1.145
H -1.440 -3.780 -0.658
H 0.049 -3.616 0.285
H 1.949 -3.159 -0.798
H 1.956 -2.546 -2.465
H 2.069 -1.089 1.183
H 2.535 1.550 0.853
H 2.921 2.158 -2.934
H 1.346 2.696 -2.353
H 2.808 3.107 -1.440
H 0.010 -1.524 -3.259
H -2.299 -2.055 -3.911
H -2.485 -3.111 -2.510
H -0.405 -3.488 -4.724
H -1.966 -4.336 -4.665
H -0.113 -4.485 -2.580
H -0.511 -0.024 -1.462
H -1.972 -0.193 -2.456
H -1.683 2.163 -1.086
H -0.110 3.684 -0.041
H 0.592 5.329 1.375
H 1.908 4.215 0.905
H 2.008 5.125 2.434

x.
Computed, not measured: a single C22H32N2O4 molecule, with ωB97M-V with the def2-TZVPD basis set.

- multiplicity = 1
- lowest unoccupied orbital energy (eV) = 0.58
- structure (SMILES) = CCN(CC)CCCNC(=O)c1oc2ccc3c(c2c1C)[C@@H](O)CC(C)(C)O3

Geometry (Å):
C -2.873 -2.681 -1.128
C -4.223 -2.057 -0.792
N -4.090 -0.881 0.056
C -3.436 -1.123 1.335
C -4.073 -2.185 2.237
C -5.325 -0.114 0.166
C -5.074 1.385 0.364
C -4.287 2.002 -0.795
N -2.948 1.471 -0.852
C -1.862 2.218 -0.566
O -1.892 3.433 -0.436
C -0.620 1.427 -0.459
O -0.700 0.072 -0.656
C 0.551 -0.409 -0.498
C 0.949 -1.729 -0.650
C 2.290 -1.995 -0.514
C 3.211 -0.986 -0.188
C 2.807 0.324 0.039
C 1.451 0.625 -0.171
C 0.657 1.823 -0.164
C 1.097 3.222 0.070
C 3.793 1.357 0.532
O 3.263 1.943 1.708
C 5.145 0.705 0.850
C 5.510 -0.388 -0.155
C 6.809 -1.081 0.258
C 5.639 0.170 -1.577
O 4.507 -1.400 -0.125
H -2.181 -1.912 -1.460
H -3.000 -3.408 -1.928
H -2.445 -3.193 -0.270
H -4.886 -2.819 -0.350
H -4.686 -1.722 -1.725
H -3.413 -0.172 1.871
H -2.399 -1.402 1.130
H -3.549 -2.208 3.189
H -4.009 -3.173 1.789
H -5.120 -1.960 2.431
H -5.968 -0.480 0.981
H -5.882 -0.241 -0.766
H -6.041 1.885 0.443
H -4.531 1.563 1.293
H -4.797 1.793 -1.742
H -4.202 3.084 -0.668
H -2.905 0.458 -0.779
H 0.238 -2.503 -0.887
H 2.676 -2.992 -0.649
H 0.239 3.884 0.004
H 1.554 3.305 1.053
H 1.834 3.514 -0.678
H 3.921 2.138 -0.238
H 3.906 2.572 2.053
H 5.933 1.460 0.887
H 5.061 0.242 1.837
H 7.013 -1.905 -0.420
H 6.715 -1.480 1.264
H 7.637 -0.379 0.227
H 4.683 0.554 -1.926
H 5.955 -0.622 -2.252
H 6.374 0.970 -1.603

Which is the most stable structure? x is the most stable.

w.
Computed, not measured: a single C2H5BrSi molecule, with ωB97M-V with the def2-TZVPD basis set.

- multiplicity = 1
- lowest unoccupied orbital energy (eV) = 0.51
- structure (SMILES) = Br[SiH]1CC1

Geometry (Å):
Br 2.924 -1.187 -1.401
Si 1.152 0.146 -1.048
C 0.351 0.249 0.657
C -0.590 -0.686 -0.195
H 1.731 1.119 -1.889
H -0.153 1.189 0.755
H 0.436 -0.150 1.643
H -0.635 -1.763 0.050
H -1.588 -0.210 -0.198

x.
Computed, not measured: a single C2H5BrSi molecule, with ωB97M-V with the def2-TZVPD basis set.

- multiplicity = 1
- lowest unoccupied orbital energy (eV) = 0.84
- structure (SMILES) = Br[SiH]1CC1

Geometry (Å):
Br -3.026 1.437 -0.046
Si -1.300 0.282 0.721
C 0.388 0.700 -0.133
C -0.208 -0.617 -0.583
H -1.580 0.079 2.237
H 1.261 0.648 0.698
H 0.684 1.528 -0.821
H -0.434 -0.403 -1.734
H 0.372 -1.464 -0.387

y.
Computed, not measured: a molecular structure, C2H5BrSi, with ωB97M-V with the def2-TZVPD basis set.

- multiplicity = 1
- lowest unoccupied orbital energy (alpha / beta) (eV) = -0.43 / 0.04

Geometry (Å):
C -0.173 0.660 0.038
C -1.764 -0.514 0.066
Si 1.540 -0.010 -0.051
Br -3.411 0.246 0.066
H -0.564 1.659 0.026
H -1.619 -1.574 0.096
H 2.093 -0.198 1.293
H 2.336 1.005 -0.752
H 1.563 -1.275 -0.783

Which is the most stable structure? x is the most stable.